No. 1
Here is a structure of composition C17H15Cl5F5MnN2O2 from the OMol25 dataset. Energies are from wB97M-V/def2-TZVPD.

HOMO level (alpha / beta) = -10.6 / -10.5 eV
Spin multiplicity = 2
Net charge = +1
DFT total energy = -4867.76669 a.u.

```
47
C17H15Cl5F5MnN2O2 (wB97M-V/def2-TZVPD)
Mn 0.02 0.01 -0.11
Cl -1.44 1.37 1.80
C -0.26 0.35 2.64
C 0.54 -0.38 1.79
C 1.49 -1.18 2.42
Cl 2.55 -2.15 1.43
C 1.63 -1.23 3.81
Cl 2.83 -2.21 4.54
C 0.78 -0.46 4.62
Cl 0.92 -0.51 6.32
C -0.19 0.35 4.02
Cl -1.25 1.31 4.97
F 0.77 -6.17 -2.01
C 0.86 -4.84 -1.89
C -0.09 -4.15 -1.16
F -1.09 -4.79 -0.56
C 0.03 -2.78 -1.06
F -0.88 -2.06 -0.32
C 1.05 -2.05 -1.65
O 1.12 -0.74 -1.47
C 1.99 -2.78 -2.38
F 3.01 -2.13 -2.96
C 1.89 -4.15 -2.50
F 2.80 -4.82 -3.20
N 3.52 2.97 -1.41
C 2.13 3.54 -1.56
C 1.12 2.41 -1.39
N 1.27 1.67 -0.13
C 2.66 1.21 0.07
C 3.68 2.32 -0.06
H 4.22 3.70 -1.55
H 3.68 2.27 -2.14
H 2.06 4.00 -2.54
H 2.03 4.30 -0.79
H 1.25 1.68 -2.19
H 0.12 2.82 -1.46
H 0.99 2.25 0.67
H 2.84 0.42 -0.67
H 2.74 0.75 1.05
H 4.69 1.94 0.01
H 3.55 3.12 0.67
C -1.71 0.49 -2.74
O -1.70 0.64 -1.30
H -2.48 1.12 -3.18
H -1.86 -0.56 -3.01
H -0.73 0.79 -3.10
H -2.53 0.28 -0.96
```

No. 2
Here is a cluster of 13 separate species, H26O13 in total in a non-equilibrium geometry from the OMol25 dataset. Energies are from wB97M-V/def2-TZVPD.

HOMO level = -10.6 eV
Relative energy (zero: lowest compared OMol25 entry of this formula, charge and spin) = 2.011 eV
DFT total energy = -993.69931 a.u.

```
39
H26O13 (wB97M-V/def2-TZVPD)
O -0.88 2.47 -1.53
H -0.48 3.31 -1.42
H -1.39 2.34 -0.73
O -1.93 -0.73 -1.56
H -1.42 -0.32 -0.88
H -1.78 -1.63 -1.45
O 1.89 -1.56 -0.01
H 2.57 -1.87 -0.61
H 2.02 -2.03 0.82
O -0.05 0.18 0.33
H 0.71 -0.43 0.18
H 0.16 1.09 0.14
O 1.01 -1.73 -2.61
H 0.97 -0.87 -2.14
H 1.95 -1.80 -2.84
O 3.63 1.05 0.29
H 3.17 0.78 -0.48
H 3.03 1.07 1.04
O -2.96 -0.68 1.55
H -3.26 -1.34 0.90
H -2.19 -1.10 1.96
O 1.97 0.79 -1.95
H 1.33 1.47 -2.24
H 2.43 0.50 -2.72
O -0.69 -1.98 2.05
H -0.49 -1.56 1.22
H -0.12 -1.65 2.73
O -2.78 1.85 0.47
H -2.51 1.08 0.96
H -3.46 1.54 -0.05
O 0.92 2.68 0.84
H 0.48 3.54 0.79
H 1.20 2.63 1.79
O -0.75 1.03 2.85
H -0.78 0.24 3.38
H -0.35 0.75 2.08
O -0.47 -3.15 -0.67
H -1.02 -3.25 -1.43
H 0.33 -2.72 -1.03
```

No. 3
Here is a structure of composition C5H3F in a non-equilibrium geometry from the OMol25 dataset. Energies are from wB97M-V/def2-TZVPD.

HOMO level = -9.2 eV
Relative energy (zero: lowest compared OMol25 entry of this formula, charge and spin) = 4.049 eV
DFT total energy = -291.90264 a.u.

```
9
C5H3F (wB97M-V/def2-TZVPD)
C -0.72 -0.27 0.88
C -0.08 -1.33 0.92
C 0.66 0.66 -0.61
C -0.85 0.57 -0.29
C -0.16 -0.65 -0.86
F 0.63 -2.23 1.53
H 0.96 1.48 -1.29
H 1.25 0.60 0.20
H -1.68 1.18 -0.49
```

No. 4
Here is a cluster of 2 separate species, C4H8ClFSi in total in a non-equilibrium geometry from the OMol25 dataset. Energies are from wB97M-V/def2-TZVPD.

HOMO level = -8.4 eV
Relative energy (zero: lowest compared OMol25 entry of this formula, charge and spin) = 2.376 eV
DFT total energy = -1006.71731 a.u.

```
15
C4H8ClFSi (wB97M-V/def2-TZVPD)
C 2.21 -1.84 -0.38
C 1.86 -0.51 -0.25
C -1.83 -0.94 0.42
C -0.41 2.09 0.40
F -1.20 0.75 -1.85
Si -0.73 0.49 -0.35
Cl 2.98 0.70 0.12
H 3.19 -2.18 -0.21
H 1.34 -2.38 -0.70
H -1.61 -1.86 -0.15
H -1.85 -1.15 1.49
H -2.85 -0.60 -0.05
H 0.34 2.65 -0.26
H -1.34 2.76 0.39
H -0.08 2.03 1.40
```